[1]
86
Properties=species:S:1:pos:R:3:lowdin_spin:R:1 method="wB97M-V/def2-TZVPD" spin_multiplicity=5 total_charge=+4 gap_ev="8.73 / 5.18"
Pd -0.7094 -0.4415 0.1106 1.236
C 4.8299 2.8623 -0.5472 0.001
C 4.7137 1.4590 -0.0157 0.002
C 5.7980 0.5239 -0.4813 0.000
O 3.3858 0.9006 -0.5010 0.008
P 2.3561 0.1990 0.3763 0.014
O 1.3736 -0.6100 -0.4844 0.174
C 1.3773 1.4196 1.2947 0.001
P 0.2873 2.3984 0.2433 0.017
O -0.5502 1.4669 -0.6652 0.144
O 1.2274 3.3242 -0.5287 0.006
C 0.9555 3.8936 -1.9069 0.000
C 1.6710 3.0237 -2.9081 0.000
C 1.4118 5.3282 -1.8899 0.000
O -0.7299 3.1529 1.1287 0.004
C -0.5270 4.1372 2.2557 0.001
C 0.6523 5.0479 2.0156 0.000
C -0.4570 3.3725 3.5563 0.000
O 3.1320 -0.6205 1.4386 0.002
C 2.6294 -1.7687 2.2224 0.001
C 2.6459 -1.3753 3.6794 0.000
C 3.5155 -2.9471 1.9010 0.000
H 5.7082 3.3302 -0.1030 0.000
H 3.9531 3.4602 -0.2967 0.000
H 4.9623 2.8577 -1.6295 0.000
H 4.6763 1.4698 1.0750 0.000
H 5.7991 0.4457 -1.5684 0.000
H 5.6773 -0.4731 -0.0584 0.000
H 6.7636 0.9177 -0.1637 0.000
H 2.0403 2.0840 1.8568 0.000
H 0.7664 0.8784 2.0288 0.000
H -0.1220 3.8413 -2.0656 0.000
H 2.7493 3.0752 -2.7623 0.000
H 1.4427 3.3783 -3.9128 0.000
H 1.3578 1.9816 -2.8235 0.000
H 2.4684 5.3958 -1.6289 0.000
H 0.8407 5.9256 -1.1813 0.000
H 1.2755 5.7565 -2.8826 0.000
H -1.4480 4.7117 2.2154 0.000
H 1.5960 4.5001 1.9620 0.000
H 0.7207 5.7391 2.8557 0.000
H 0.5368 5.6357 1.1077 0.000
H 0.5124 2.8878 3.6937 0.000
H -1.2506 2.6265 3.6220 0.000
H -0.5897 4.0704 4.3826 0.000
H 1.6014 -1.9638 1.8860 0.001
H 3.6528 -1.0739 3.9687 0.000
H 2.3607 -2.2269 4.2969 0.000
H 1.9637 -0.5504 3.8926 0.000
H 4.5412 -2.7315 2.2010 0.000
H 3.5181 -3.1663 0.8323 0.000
H 3.1832 -3.8279 2.4511 0.000
C -6.1834 -0.1496 -1.4761 0.131
Sb -4.0774 -0.3923 -1.1991 0.601
C -3.6416 1.1389 0.2268 0.116
C -3.9989 -2.0563 0.2970 0.137
C -4.3058 -3.3983 -0.2564 0.153
C -5.6170 -3.7722 -0.4481 0.020
C -5.9275 -4.9919 -1.0454 0.256
C -4.8862 -5.8623 -1.5106 0.127
C -3.5802 -5.5377 -1.2867 0.020
C -3.2377 -4.3548 -0.6005 0.237
C -1.8464 -4.1975 -0.1390 0.113
Sb -0.5947 -2.7377 -1.2318 0.245
C 1.2631 -3.7249 -1.3457 0.048
C -1.3775 -2.9272 -3.1899 0.048
H -6.6015 -0.9552 -2.0734 -0.001
H -6.3394 0.8052 -1.9766 0.001
H -6.5728 -0.1349 -0.4556 0.020
H -4.5800 1.2944 0.7658 0.017
H -3.3123 2.0541 -0.2603 0.001
H -2.8694 0.8189 0.9259 0.007
H -4.7709 -1.6421 0.9497 0.018
H -3.0073 -1.9484 0.7286 0.016
H -6.4166 -3.1176 -0.1227 -0.002
H -6.9629 -5.2886 -1.1692 0.010
H -5.1429 -6.7915 -2.0050 0.004
H -2.8013 -6.2378 -1.5636 -0.002
H -1.2845 -5.1200 -0.2870 0.008
H -1.7767 -3.8919 0.9071 0.014
H 1.1267 -4.5353 -2.0612 0.006
H 1.5467 -4.1063 -0.3676 0.000
H 1.9970 -3.0070 -1.7051 0.002
H -1.2885 -3.9848 -3.4418 0.007
H -0.7630 -2.3375 -3.8685 0.001
H -2.4160 -2.6120 -3.2597 0.010

***

[2]
18
Properties=species:S:1:pos:R:3:mulliken_charge:R:1 method="wB97M-V/def2-TZVPD" total_charge=0 gap_ev=9.71
C 0.7451 1.2162 -0.0154 -0.920
C 1.3181 0.0607 0.0913 0.975
C 1.2158 -0.8168 1.3189 -1.072
C 1.7316 -0.6588 -1.1047 -1.385
H 0.6547 1.7167 -1.0579 0.202
H 0.3955 1.9231 0.7628 0.326
H 0.2944 -1.4078 1.2071 0.287
H 1.1873 -0.2551 2.3399 0.286
H 2.1410 -1.4503 1.2700 0.329
H 0.9157 -1.2312 -1.4958 0.318
H 2.3436 -1.6341 -1.0235 0.315
H 2.2241 -0.1862 -1.9429 0.379
C -3.1626 0.4201 -0.0591 -0.783
C -2.2008 -0.6215 -0.0319 0.376
N -1.3282 -1.3213 -0.1430 -0.436
H -3.1502 0.7177 -1.1461 0.240
H -2.7197 1.3284 0.4067 0.259
H -4.2140 0.0504 0.1648 0.303

***

[3]
98
Properties=species:S:1:pos:R:3:lowdin_spin:R:1 method="wB97M-V/def2-TZVPD" spin_multiplicity=2 total_charge=+1 gap_ev="8.08 / 2.39"
C 1.6449 8.9755 -7.3349 0.016
C 2.3781 9.6864 -8.4026 0.112
C 1.8525 9.1092 -9.6774 0.123
O 2.2649 9.6168 -10.8915 0.115
C 3.6254 9.2664 -11.1279 0.009
N 2.0298 11.1094 -8.3367 0.531
H 0.5959 8.7051 -7.4560 0.003
H 1.5404 9.6495 -6.4847 0.003
H 2.0408 8.0050 -7.0357 0.003
H 3.4335 9.4204 -8.3436 0.009
H 0.7750 9.1971 -9.8163 -0.001
H 2.1734 8.0678 -9.6543 0.030
H 3.8030 8.1999 -11.2661 0.002
H 4.3778 9.6160 -10.4209 0.005
H 4.0239 9.5400 -12.1049 0.000
H 2.4666 11.5934 -9.1082 0.020
H 1.0531 11.3659 -8.3551 0.019
C -0.7626 9.4158 2.5284 0.000
C -0.9381 10.1730 1.1711 0.000
C -2.3698 9.9886 0.4150 0.000
O -2.7766 8.5898 0.0609 0.000
C -3.9914 8.5175 -0.6809 0.000
N -0.6969 11.5149 1.4034 0.000
H -1.6007 9.6630 3.1800 0.000
H 0.0548 9.7628 3.1605 0.000
H -0.5209 8.3617 2.3925 0.000
H -0.1814 9.8330 0.4641 0.000
H -2.3293 10.7138 -0.3978 0.000
H -3.0711 10.2542 1.2061 0.000
H -3.8422 8.6131 -1.7564 0.000
H -4.7558 9.2025 -0.3140 0.000
H -4.3749 7.5029 -0.5736 0.000
H -0.6315 11.9086 0.4755 0.000
H -1.5423 11.9316 1.7663 0.000
C 3.2778 4.8124 -0.8964 0.000
C 2.8164 5.1019 0.6038 0.000
C 3.5346 4.1095 1.5939 0.000
O 3.0565 4.3147 2.9749 0.000
C 3.4711 3.2756 3.8953 0.000
N 3.1725 6.4333 0.9909 0.000
H 4.3143 5.0333 -1.1514 0.000
H 2.7567 5.4284 -1.6292 0.000
H 3.0798 3.7512 -1.0471 0.000
H 1.7861 4.9246 0.9125 0.000
H 4.6202 4.1943 1.6429 0.000
H 3.2652 3.0870 1.3292 0.000
H 3.0109 2.2964 3.7634 0.000
H 3.2676 3.6911 4.8822 0.000
H 4.5124 2.9677 3.8006 0.000
H 3.4871 6.3493 1.9470 0.000
H 2.3212 6.9755 1.0281 0.000
C -1.3235 1.0009 -8.0251 0.000
C -1.3602 1.0584 -6.5338 0.000
C -1.6176 2.5425 -5.9753 0.000
O -0.6987 3.4441 -6.5226 0.000
C -0.4044 4.5734 -5.7457 0.000
N -2.2875 0.0130 -6.1443 0.000
H -1.1936 0.0262 -8.4954 0.000
H -0.5542 1.6494 -8.4445 0.000
H -2.2504 1.3494 -8.4807 0.000
H -0.3590 0.9025 -6.1321 0.000
H -1.3497 2.4573 -4.9222 0.000
H -2.6130 2.9705 -6.0943 0.000
H -1.2880 5.2116 -5.7454 0.000
H 0.4055 5.0901 -6.2606 0.000
H -0.1132 4.2864 -4.7352 0.000
H -3.2044 0.4359 -6.1660 0.000
H -2.0648 -0.0720 -5.1628 0.000
C -0.5685 8.2599 -4.4130 0.000
C 0.7290 7.7195 -3.6682 0.000
O 0.5855 6.6386 -2.8809 0.000
O -1.3792 8.9616 -3.5112 0.000
H -1.2023 7.4912 -4.8551 0.000
H -0.3825 8.8413 -5.3161 0.000
H 1.2376 8.4724 -3.0660 0.000
H 1.4088 7.3778 -4.4488 0.000
H 1.4073 6.5730 -2.3891 0.000
H -1.4272 8.4756 -2.6847 0.000
C 4.8241 8.3888 -3.8756 0.000
C 4.7127 6.9706 -3.4131 0.000
O 5.6871 6.1464 -4.0209 0.000
O 4.4021 8.5798 -5.2408 0.000
H 5.8028 8.8230 -3.6715 0.000
H 4.1076 8.9664 -3.2916 0.000
H 3.7801 6.5264 -3.7609 0.000
H 4.7434 7.0039 -2.3240 0.000
H 5.5850 6.3044 -4.9623 0.000
H 4.7499 9.4571 -5.4168 0.000
C 0.2590 12.6293 -3.7590 0.000
C -1.2278 12.5046 -3.4444 0.000
O -1.9398 11.8228 -4.4684 0.000
O 0.8556 11.4955 -3.2081 0.000
H 0.7574 13.3768 -3.1418 0.000
H 0.4526 12.6245 -4.8317 0.000
H -1.5788 13.5365 -3.4376 0.000
H -1.3731 12.0259 -2.4760 0.000
H -2.3691 11.0927 -4.0163 0.000
H 0.4298 10.6857 -3.4988 0.000

***

[4]
20
Properties=species:S:1:pos:R:3:mulliken_charge:R:1 method="wB97M-V/def2-TZVPD" total_charge=0 gap_ev=7.43
C -0.8366 0.9107 -2.3078 -1.410
C -0.7769 -0.0447 -1.1855 1.023
C 0.5297 0.0001 -0.6088 -0.581
C 0.9379 -0.9163 0.4177 -0.666
C -0.0199 -1.8941 0.7449 0.089
S 0.2709 -3.1661 1.9196 1.312
O -0.8592 -3.9342 2.3123 -0.581
O 1.4626 -3.7864 1.4616 -0.592
O 0.5866 -2.2693 3.4104 -0.403
S 1.2034 -1.3701 4.8855 0.092
I 2.8900 0.0874 4.2391 0.091
C -1.3233 -1.8175 0.2440 -0.036
C -1.6764 -0.9984 -0.8396 -0.829
H -0.0769 0.4952 -2.9947 0.351
H -1.8335 1.0838 -2.7593 0.361
H -0.3229 1.8817 -2.0269 0.318
H 1.1861 0.8144 -1.0424 0.239
H 1.9025 -0.9053 0.8480 0.506
H -2.2086 -2.5197 0.5040 0.265
H -2.6080 -1.1355 -1.2849 0.449